Entry 1:
C5H8O2 | the ωB97M-V functional and the def2-TZVPD basis

CARTESIAN COORDINATES (ANGSTROEM)
C1 -0.99305 -1.47251 0.83284
C2 -0.81255 -0.08244 0.59222
O1 -1.59684 0.59278 1.36482
C3 0.05445 0.66276 -0.33506
O2 -0.32141 1.97991 -0.59035
C4 0.79113 -0.02796 -1.44766
C5 1.54996 0.34863 -0.21713
H1 -2.02704 -0.58207 1.51642
H2 -0.80894 -2.20156 0.04003
H3 -0.62006 -1.80886 1.80513
H4 -0.78617 2.29203 0.20055
H5 0.92944 0.59340 -2.32905
H6 0.59007 -1.07776 -1.64439
H7 1.85729 -0.44018 0.46645
H8 2.19373 1.22382 -0.25482

Calculated values
gap between HOMO and LUMO: 9.62 eV
lowest unoccupied orbital energy: 0.0283 hartree

Atom charges from the Löwdin analysis, given in e for atoms 1 to 5:
1. C -0.031
2. C -0.383
3. O 0.018
4. C -0.445
5. O 0.038

Entry 2:
C4H7N2O4S2 | the ωB97M-V functional and the def2-TZVPD basis

CARTESIAN COORDINATES (ANGSTROEM)
C1 -0.56298 0.89040 0.78623
C2 1.35648 1.61836 -1.48475
C3 -1.60714 1.35771 -0.17041
C4 0.49114 -2.76436 -0.17368
N1 -0.14893 -0.29848 0.33695
N2 -0.24648 1.53918 1.90658
O1 1.95632 2.22567 -0.73209
O2 -2.35463 -1.00396 -1.09039
O3 0.79523 1.11033 -2.33113
O4 2.14930 -0.77924 -0.40297
S1 -1.27627 -0.09882 -1.23871
S2 1.28554 -1.28896 0.60957
H1 -2.67730 1.49192 0.23687
H2 -1.25626 2.31914 -0.68731
H3 1.30888 -3.44160 -0.27560
H4 -0.22392 -3.09269 0.50062
H5 -0.04680 -2.31997 -0.98988
H6 -0.50857 2.40062 2.18076
H7 0.28441 1.11331 2.59313

Calculated values
gap between HOMO and LUMO (alpha / beta): 7.01 / 5.94 eV
multiplicity: 3
lowest unoccupied orbital energy (alpha / beta): -0.1483 / -0.2875 hartree
charge: +1
⟨S²⟩: 2.01

Atom charges from the Löwdin analysis, given in e for atoms 1 to 5:
1. C -0.448
2. C -0.508
3. C -0.153
4. C -0.151
5. N -0.290

Entry 3:
C19H45BrN12O25S2Si | the ωB97M-V functional and the def2-TZVPD basis

CARTESIAN COORDINATES (ANGSTROEM)
C1 -2.67355 1.84619 -2.61853
Si1 -1.86182 1.34126 -1.00083
C2 -3.05452 1.24275 0.44965
C3 -0.55758 2.61662 -0.59474
C4 -0.88803 -0.32320 -1.04038
O1 0.35720 -0.21902 -1.79114
S1 0.25709 -1.13132 -3.07903
O2 -0.44199 -0.45254 -4.11352
O3 1.52793 -1.70164 -3.34096
O4 -0.66967 -2.23227 -2.42647
C5 -1.52520 -1.68304 -1.42698
Br1 -3.30840 -1.50233 -2.25963
C6 -1.66664 -2.67922 -0.27390
C7 -0.47158 -3.61381 -0.14600
S2 1.15896 -2.87586 0.14913
C8 0.92938 -1.98808 1.62431
N1 1.70614 -1.08310 2.11596
N2 1.14867 -0.73048 3.34506
C9 0.08334 -1.42310 3.48620
O5 -0.12630 -2.26299 2.42868
H1 -2.84776 1.04555 -3.33061
H2 -3.61754 2.34332 -2.38270
H3 -2.04316 2.59427 -3.10288
H4 -2.73188 0.46387 1.14864
H5 -3.00321 2.18307 0.99920
H6 -4.08282 1.02814 0.16342
H7 -0.96477 3.37431 0.06700
H8 0.24400 2.11081 -0.04128
H9 -0.10973 3.03820 -1.49000
H10 -0.59932 -0.43882 0.00749
H11 -2.53792 -3.30781 -0.45419
H12 -1.86459 -2.13779 0.64742
H13 -0.33713 -4.20444 -1.04587
H14 -0.67419 -4.31879 0.66098
H15 -0.64035 -1.43010 4.27768
C10 -1.24395 4.75455 5.86768
N3 -2.18172 4.79415 4.71727
O6 -3.36612 4.63322 4.93869
O7 -1.69564 4.98077 3.62386
H16 -1.82448 4.58758 6.76666
H17 -0.53982 3.94821 5.68845
H18 -0.72720 5.70914 5.89805
C11 3.24410 -3.86744 -4.64595
N4 4.20025 -4.37213 -5.66895
O8 3.89387 -5.37294 -6.28751
O9 5.22891 -3.74785 -5.81611
H19 2.38234 -4.52286 -4.63120
H20 3.76022 -3.86918 -3.69065
H21 2.96497 -2.85627 -4.91853
C12 1.99681 -6.83722 -3.68711
N5 1.09270 -6.09693 -2.76483
O10 0.40782 -6.73417 -1.99643
O11 1.10069 -4.88137 -2.84363
H22 1.87802 -7.89714 -3.49902
H23 1.70906 -6.57501 -4.70103
H24 3.00981 -6.50413 -3.48166
C13 -3.26466 -1.02257 -6.22406
N6 -4.67717 -1.45212 -6.02197
O12 -5.15875 -2.24295 -6.80291
O13 -5.25516 -0.97476 -5.06409
H25 -2.87919 -1.52550 -7.10267
H26 -3.27105 0.05597 -6.34894
H27 -2.71189 -1.29224 -5.32768
C14 -2.85853 0.62094 7.14402
N7 -1.96623 0.74057 5.95864
O14 -2.18008 -0.00227 5.01644
O15 -1.07889 1.56244 6.02627
H28 -3.59157 -0.15034 6.94220
H29 -2.23099 0.36826 7.99360
H30 -3.32697 1.58967 7.29078
C15 2.97228 -0.22162 5.86488
N8 3.32875 -0.10295 7.30683
O16 2.86545 0.82957 7.93367
O17 4.06825 -0.94933 7.76481
H31 2.31322 0.59675 5.60083
H32 3.89877 -0.17986 5.29903
H33 2.48533 -1.17917 5.71946
C16 -6.66633 -3.20548 -3.09554
N9 -6.43615 -4.05680 -1.89616
O18 -6.57434 -3.54880 -0.80236
O19 -6.11282 -5.20942 -2.09560
H34 -6.93600 -2.21021 -2.76418
H35 -5.74143 -3.19287 -3.66254
H36 -7.46338 -3.65679 -3.67814
C17 3.10779 1.72412 -2.70917
N10 2.67109 2.93776 -1.96954
O20 1.78023 3.60776 -2.45556
O21 3.23288 3.18104 -0.92480
H37 2.51584 1.64459 -3.61350
H38 4.16332 1.84635 -2.93289
H39 2.95021 0.87236 -2.05324
C18 3.74544 6.39845 -2.06632
N11 4.18012 7.43616 -3.04044
O22 3.95616 8.59844 -2.77420
O23 4.73574 7.04303 -4.04587
H40 3.27043 6.89111 -1.22693
H41 3.04823 5.73953 -2.57488
H42 4.63143 5.85499 -1.75250
C19 4.86755 3.38813 6.02103
N12 3.88219 3.31313 4.90503
O24 2.70322 3.32263 5.19715
O25 4.32785 3.24159 3.78112
H43 4.32031 3.43836 6.95483
H44 5.48397 2.49548 5.96837
H45 5.47193 4.27527 5.85846

Calculated values
gap between HOMO and LUMO: 9.05 eV
lowest unoccupied orbital energy: -0.0168 hartree
structure (SMILES): C[Si](C)(C)[C@@H]1OS(=O)(=O)O[C@@]1(Br)CCSc1nnco1.C[N+](=O)[O-].C[N+](=O)[O-].C[N+](=O)[O-].C[N+](=O)[O-].C[N+](=O)[O-].C[N+](=O)[O-].C[N+](=O)[O-].C[N+](=O)[O-].C[N+](=O)[O-].C[N+](=O)[O-]

Atom charges from the Löwdin analysis, given in e for atoms 1 to 5:
1. C -0.179
2. Si 0.549
3. C -0.152
4. C -0.147
5. C -0.323

Ordered total energy results: -9405.863; -37089.533; -189063.804; unit eV.